Entry 1:
{"formula": "C30H25FN2O4Ti", "method": "ωB97M-V/def2-TZVPD", "elements": ["Ti", "O", "C", "C", "C", "C", "C", "C", "C", "O", "N", "N", "C", "C", "C", "C", "C", "C", "C", "O", "H", "H", "H", "H", "H", "H", "H", "H", "H", "H", "C", "C", "C", "C", "C", "C", "C", "C", "H", "H", "H", "H", "H", "C", "C", "O", "H", "H", "H", "H", "H", "H", "F", "C", "C", "C", "C", "C", "C", "H", "H", "H", "H"], "positions_angstrom": [[12.699, 6.677, 13.281], [17.818, 5.589, 13.916], [17.210, 4.803, 14.826], [18.013, 3.766, 15.339], [17.477, 2.851, 16.222], [16.211, 3.118, 16.757], [15.408, 4.159, 16.292], [15.869, 4.983, 15.242], [15.046, 5.974, 14.535], [13.778, 6.080, 14.843], [15.584, 6.685, 13.550], [14.650, 7.495, 12.950], [15.036, 8.406, 12.060], [14.156, 9.446, 11.703], [14.638, 10.675, 11.190], [13.859, 11.827, 11.174], [12.511, 11.711, 11.467], [11.983, 10.491, 11.848], [12.778, 9.350, 12.056], [12.145, 8.217, 12.364], [17.124, 6.202, 13.444], [19.017, 3.717, 14.964], [18.044, 1.964, 16.496], [15.817, 2.555, 17.601], [14.387, 4.226, 16.687], [16.101, 8.462, 11.787], [15.664, 10.715, 10.857], [14.321, 12.793, 10.950], [11.828, 12.563, 11.370], [10.895, 10.362, 12.004], [12.799, 5.289, 11.918], [12.801, 4.188, 12.503], [12.767, 2.877, 13.091], [13.273, 1.747, 12.398], [13.323, 0.527, 13.057], [12.908, 0.414, 14.416], [12.410, 1.542, 15.090], [12.362, 2.758, 14.460], [13.529, 1.822, 11.327], [13.660, -0.378, 12.543], [12.928, -0.552, 14.934], [12.074, 1.473, 16.127], [12.032, 3.691, 14.969], [11.762, 7.289, 8.972], [10.294, 7.732, 9.185], [9.958, 7.705, 10.549], [11.935, 6.984, 7.897], [11.958, 6.415, 9.626], [12.480, 8.064, 9.300], [9.593, 7.023, 8.723], [10.123, 8.719, 8.763], [10.717, 7.933, 11.119], [6.877, 6.115, 15.146], [8.170, 6.142, 14.794], [8.532, 5.718, 13.512], [9.874, 5.812, 13.126], [10.832, 6.262, 14.015], [10.489, 6.657, 15.305], [9.167, 6.614, 15.704], [7.778, 5.374, 12.814], [10.136, 5.491, 12.112], [11.300, 6.930, 15.996], [8.872, 6.926, 16.724]], "forces_ev_per_a": [[1.2, 1.0, 0.6], [-0.3, 0.4, -0.6], [0.6, -0.1, 0.0], [-0.9, 0.3, -0.3], [-0.2, 0.4, 0.4], [-0.3, 0.0, 0.3], [0.2, -0.3, -0.5], [0.3, 0.1, -0.2], [0.1, 0.0, -0.2], [-0.2, -0.2, 0.2], [-0.4, 0.5, -0.1], [0.5, -0.8, 0.7], [1.1, -0.2, 0.0], [0.1, -0.2, 0.4], [-0.3, 0.3, 0.2], [0.6, -0.3, -0.4], [-0.7, 0.9, 0.0], [-0.5, -1.0, 0.4], [-1.2, 1.3, -1.2], [0.2, 0.9, -0.3], [0.1, -0.7, 1.0], [0.3, -0.2, -0.2], [-0.1, 0.2, 0.2], [0.1, -0.3, -0.3], [0.5, 0.3, -0.3], [-0.3, 0.0, 0.1], [0.3, 0.0, 0.2], [-0.2, -0.3, -0.2], [0.3, -0.2, 0.1], [0.7, 0.2, 0.0], [0.0, -2.4, -0.6], [0.0, -0.2, -0.8], [0.6, 0.6, 0.6], [-0.7, 0.1, 0.1], [-0.4, -0.4, 1.2], [0.0, 0.1, -0.7], [0.2, -0.7, 0.1], [0.0, 1.1, -1.0], [0.0, 0.1, 0.7], [0.0, 0.3, 0.1], [0.1, 0.4, -0.3], [0.1, -0.1, -0.2], [0.2, -0.8, -0.4], [-0.2, -0.5, -0.4], [0.9, -0.7, 0.4], [-0.3, 0.2, 0.3], [0.0, 0.5, 1.0], [-0.1, 0.3, -0.4], [-0.4, -0.2, -0.3], [0.2, 0.1, -0.2], [-0.1, 0.3, -0.2], [0.0, 0.0, -0.1], [-0.9, 0.0, 0.5], [2.6, 0.3, -0.4], [-0.2, 0.5, 0.6], [-1.0, -0.4, 0.2], [0.3, -0.2, 0.3], [-0.4, -0.5, -0.2], [-1.7, -0.2, 0.4], [-0.2, 0.0, 0.1], [0.0, 0.2, 0.4], [-0.5, 0.1, -0.1], [0.0, -0.2, -0.6]], "multiplicity": 3, "max_force_ev_per_a": 2.676, "energy_ev": -68517.553, "orbital_gap_ev": [3.8, 6.6], "homo_ev": [1.0, -1.8], "charge": -2, "relative_energy_kj_mol": 36.4}

=====

Entry 2:
{"formula": "H16O8", "method": "ωB97M-V/def2-TZVPD", "elements": ["H", "H", "H", "H", "H", "H", "H", "H", "H", "H", "H", "H", "H", "H", "H", "H", "O", "O", "O", "O", "O", "O", "O", "O"], "positions_angstrom": [[-0.878, 0.202, -0.019], [-1.434, -1.037, 0.497], [2.571, -0.366, 1.236], [2.317, 1.093, 1.640], [3.238, -1.219, -0.777], [3.688, -2.176, -1.879], [0.158, 2.102, -2.528], [-0.044, 2.844, -3.827], [-2.739, 1.739, 2.386], [-1.872, 2.879, 2.074], [0.201, 0.347, -3.127], [0.002, 1.287, -4.408], [0.897, -3.412, 3.507], [1.949, -2.165, 3.285], [-4.702, -1.803, 0.784], [-3.530, -0.886, 0.452], [-1.541, -0.091, 0.712], [2.569, 0.513, 0.828], [3.962, -1.618, -1.241], [0.202, 3.006, -2.864], [-1.964, 2.194, 2.692], [-0.445, 0.909, -3.551], [1.262, -2.543, 3.839], [-3.868, -1.801, 0.289]], "forces_ev_per_a": [[-1.7, 0.2, 2.0], [-0.6, 0.0, 0.7], [0.1, 0.2, -0.1], [0.6, -1.3, -2.2], [-0.6, 0.2, -0.1], [-1.8, -2.8, -3.2], [-0.2, 0.9, 0.0], [0.4, 1.1, 2.4], [-0.5, -0.6, -0.1], [0.4, 1.6, -1.3], [0.4, -0.5, -0.3], [-1.1, -1.8, 2.5], [1.1, 1.7, 0.1], [-0.1, -0.7, -0.3], [0.3, -0.2, -0.2], [-0.2, -1.0, -0.3], [2.3, -0.2, -2.7], [-0.8, 1.0, 2.4], [2.4, 2.7, 3.2], [0.3, 1.3, -1.4], [0.1, -1.0, 1.4], [0.1, -1.0, -3.2], [-1.0, -1.1, 0.2], [-0.1, 1.2, 0.5]], "max_force_ev_per_a": 4.794, "energy_ev": -16637.458, "orbital_gap_ev": 10.6, "homo_ev": -11.0, "relative_energy_kj_mol": 439.3, "smiles": "O.O.O.O.O.O.O.O"}

=====

Entry 3:
{"formula": "C5H13NO", "method": "ωB97M-V/def2-TZVPD", "elements": ["C", "C", "N", "H", "H", "H", "H", "H", "H", "H", "C", "C", "C", "O", "H", "H", "H", "H", "H", "H"], "positions_angstrom": [[-1.093, -0.911, 1.412], [-1.648, -0.335, -0.909], [-0.608, -0.376, 0.131], [0.503, -0.842, -0.046], [-0.248, -0.979, 2.093], [-2.161, -1.296, -0.956], [-1.849, -0.255, 1.843], [-1.500, -1.908, 1.245], [-1.195, -0.147, -1.880], [-2.380, 0.446, -0.695], [0.558, 1.656, -0.938], [2.041, -0.672, 0.155], [0.231, 0.941, 0.347], [0.193, 1.470, 1.429], [0.790, 0.979, -1.756], [1.419, 2.293, -0.751], [-0.286, 2.296, -1.218], [2.286, -1.243, -0.749], [2.712, 0.185, 0.214], [2.235, -1.303, 1.027]], "forces_ev_per_a": [[0.1, 0.2, -0.2], [0.2, 0.2, 0.1], [-0.2, 0.2, 0.2], [1.2, 0.5, 0.1], [0.0, 0.0, 0.0], [0.1, 0.0, 0.1], [0.0, 0.0, 0.1], [0.0, 0.1, 0.0], [0.0, 0.0, 0.0], [-0.1, 0.0, 0.0], [0.3, -0.2, 0.1], [-0.8, -0.6, -0.2], [-1.4, 0.3, 0.3], [0.2, -0.6, -0.7], [0.0, 0.0, 0.1], [0.0, 0.0, 0.0], [0.0, -0.1, 0.1], [0.3, 0.0, 0.0], [-0.1, 0.1, -0.1], [0.1, 0.0, 0.0]], "max_force_ev_per_a": 1.420, "energy_ev": -8930.267, "orbital_gap_ev": 8.2, "homo_ev": -7.5, "relative_energy_kj_mol": 361.2}

=====

Entry 4:
{"formula": "C3H6N2OS2", "method": "ωB97M-V/def2-TZVPD", "elements": ["C", "C", "C", "N", "N", "O", "S", "S", "H", "H", "H", "H", "H", "H"], "positions_angstrom": [[3.479, 1.764, -0.443], [-0.054, 0.907, -0.870], [-2.100, -0.891, -0.993], [2.967, 1.194, -1.317], [2.227, 0.585, -2.068], [1.662, -1.077, -0.403], [-1.494, 0.371, 0.128], [1.040, -0.434, -1.535], [4.210, 2.436, 0.167], [-0.426, 1.472, -1.709], [0.389, 1.603, -0.114], [-1.312, -1.641, -1.108], [-2.105, -0.313, -1.923], [-3.083, -1.447, -0.819]], "forces_ev_per_a": [[2.4, 1.9, 1.1], [-0.9, 0.2, 1.5], [-0.2, -0.6, -1.0], [-0.5, 0.7, 2.4], [0.0, 0.1, -3.6], [-0.2, -1.5, 1.6], [0.2, -0.2, 0.6], [0.1, 1.3, 0.5], [-1.9, -1.9, -1.5], [0.0, 0.2, -0.5], [0.4, -0.6, -0.9], [-0.3, -0.1, 0.1], [-0.6, -0.6, -0.3], [1.3, 1.3, 0.2]], "max_force_ev_per_a": 3.621, "energy_ev": -29901.468, "orbital_gap_ev": 8.9, "homo_ev": -8.5, "relative_energy_kj_mol": 565.1}

=====

- What is the formula in the fourth record?
  C3H6N2OS2